Computed, not measured: a molecular structure, C29H24Cl2KN9O2S, with ωB97M-V/def2-TZVPD.

Structure (XYZ):
```
68
C29H24Cl2KN9O2S ωB97M-V/def2-TZVPD
K -0.288 -0.217 -0.269
Cl -0.548 -4.377 -6.543
C -0.719 -3.015 -5.462
C -0.337 -3.150 -4.141
C -0.455 -2.109 -3.218
N -0.208 -2.405 -1.865
C 0.937 -2.875 -1.485
O 2.017 -3.024 -2.159
C 1.010 -3.349 -0.045
C 1.471 -4.639 0.215
C 1.540 -5.067 1.527
C 1.177 -4.194 2.544
C 0.761 -2.919 2.194
N 0.678 -2.508 0.931
C -0.952 -0.851 -3.653
C -1.339 -0.750 -5.001
C -1.235 -1.803 -5.887
Cl -1.760 -1.573 -7.541
N -1.154 0.196 -2.755
C -1.031 1.446 -3.173
O -0.632 1.900 -4.268
C -1.477 2.512 -2.169
C -2.014 3.694 -2.687
C -2.431 4.682 -1.817
C -2.284 4.483 -0.450
C -1.723 3.290 -0.022
N -1.333 2.330 -0.858
H 0.060 -4.096 -3.801
H 1.772 -5.270 -0.611
H 1.883 -6.069 1.758
H 1.224 -4.486 3.585
H 0.487 -2.186 2.947
H -1.710 0.199 -5.356
H -2.072 3.800 -3.761
H -2.864 5.601 -2.197
H -2.594 5.229 0.271
H -1.585 3.068 1.032
C 0.513 1.914 6.350
C 0.454 0.448 5.924
N -0.536 0.174 4.906
C -0.346 0.563 3.584
S -1.742 0.605 2.588
N 0.892 0.876 3.280
N 1.140 1.028 1.944
C 2.089 1.836 1.642
C 2.786 2.699 2.666
C 2.596 1.879 0.245
C 3.781 2.559 -0.050
C 4.278 2.537 -1.343
C 3.590 1.845 -2.322
C 2.427 1.189 -1.946
N 1.949 1.199 -0.709
H 1.273 2.069 7.122
H -0.452 2.241 6.748
H 0.756 2.536 5.489
H 0.235 -0.184 6.790
H 1.425 0.145 5.533
H -1.504 0.234 5.176
H 2.172 2.759 3.559
H 2.961 3.704 2.277
H 3.753 2.271 2.949
H 4.325 3.084 0.721
H 5.204 3.051 -1.576
H 3.938 1.796 -3.344
H 1.853 0.626 -2.678
N 4.151 -2.293 -1.001
C 5.107 -1.880 -0.488
H 3.220 -2.644 -1.484
```

Summary:
Relative energy (zero: lowest compared OMol25 entry of this formula, charge and spin) in eV: 0.170
Net charge: -2

Atomic partial charges in e from the natural (NBO) method, atoms 1 to 8:
1 K 0.882
2 Cl -0.052
3 C -0.082
4 C -0.264
5 C 0.220
6 N -0.623
7 C 0.570
8 O -0.772

---

Computed, not measured: a molecular structure, C29H24CuN6S, with ωB97M-V/def2-TZVPD.

Structure (XYZ):
```
61
C29H24CuN6S ωB97M-V/def2-TZVPD
Cu -0.056 0.053 -0.334
C -7.001 0.866 -1.534
C -5.556 1.033 -1.129
C -5.077 2.207 -0.553
C -3.767 2.327 -0.136
C -2.804 1.288 -0.268
N -1.548 1.359 0.219
C -0.945 2.534 0.571
C -1.004 3.709 -0.205
C -0.326 4.864 0.134
C 0.485 4.920 1.265
C 1.276 6.156 1.615
C 0.590 3.765 2.025
C -0.103 2.604 1.709
N 0.079 1.472 2.576
C 0.359 1.505 3.904
C 0.527 0.206 4.317
C 0.316 -0.559 3.150
N 0.050 0.212 2.111
C -3.313 0.099 -0.873
C -4.644 -0.004 -1.258
N -2.501 -1.060 -1.136
C -2.616 -1.866 -2.215
C -1.740 -2.910 -2.054
C -1.097 -2.632 -0.838
N -1.551 -1.513 -0.287
H -7.473 1.837 -1.696
H -7.584 0.343 -0.769
H -7.095 0.293 -2.460
H -5.755 3.045 -0.414
H -3.448 3.249 0.332
H -1.594 3.673 -1.112
H -0.402 5.735 -0.510
H 0.807 7.051 1.201
H 2.296 6.110 1.221
H 1.349 6.287 2.697
H 1.257 3.766 2.881
H 0.394 2.429 4.455
H 0.740 -0.135 5.317
H 0.325 -1.631 3.026
H -4.984 -0.952 -1.662
H -3.283 -1.623 -3.025
H -1.563 -3.724 -2.738
H -0.298 -3.171 -0.352
S 2.382 0.139 -4.177
C 0.747 0.230 -4.680
C -0.113 0.245 -3.622
C 0.505 0.157 -2.323
C 1.861 0.089 -2.495
C 2.818 0.017 -1.396
C 4.209 -0.017 -1.570
C 5.036 -0.069 -0.468
C 4.478 -0.083 0.805
C 3.097 -0.046 0.893
N 2.286 -0.003 -0.161
H 0.517 0.279 -5.736
H -1.185 0.324 -3.770
H 4.619 0.002 -2.573
H 6.113 -0.095 -0.594
H 5.090 -0.116 1.696
H 2.604 -0.051 1.862
```

Summary:
Net charge: -1

Atomic partial charges in e from the natural (NBO) method, atoms 1 to 8:
1 Cu 0.835
2 C -0.611
3 C -0.118
4 C -0.197
5 C -0.283
6 C 0.193
7 N -0.713
8 C 0.168

---

Computed, not measured: 2 unconnected molecules or ions with the total composition C29H25BF6O2S, with ωB97M-V/def2-TZVPD.

Structure (XYZ):
```
64
C29H25BF6O2S ωB97M-V/def2-TZVPD
C 3.638 -0.815 3.024
C 3.125 -0.118 1.825
C 2.758 1.220 1.762
C 2.247 1.587 0.492
C 2.138 0.522 -0.397
B -1.391 0.090 3.123
C 1.811 0.655 -1.804
C 1.768 -0.452 -2.675
C 1.508 -0.266 -4.027
C 1.533 -1.452 -4.954
F 1.238 -1.116 -6.247
F 2.770 -2.047 -4.962
F 0.630 -2.413 -4.574
C 1.256 0.995 -4.554
C 1.256 2.082 -3.693
C 0.939 3.454 -4.227
F -0.010 4.079 -3.448
F 2.041 4.272 -4.227
F 0.445 3.429 -5.499
C 1.541 1.935 -2.345
O -1.916 -0.996 3.771
C -2.114 -0.583 5.156
C -1.769 0.906 5.199
O -1.321 1.248 3.853
S 2.906 -0.893 0.298
H 4.230 -0.121 3.632
H 2.804 -1.177 3.643
H 4.250 -1.676 2.735
H 2.862 1.902 2.603
H 1.949 2.598 0.236
H 1.959 -1.452 -2.291
H 1.053 1.127 -5.609
H 1.557 2.816 -1.706
H -3.156 -0.781 5.428
H -1.442 -1.163 5.801
H -2.644 1.516 5.435
H -0.959 1.122 5.903
C -2.555 -4.971 -0.678
C -2.023 -3.723 -0.037
C -0.653 -3.596 0.194
C -0.125 -2.439 0.763
C -0.958 -1.370 1.099
C -0.453 -0.034 1.597
C -0.882 1.122 0.733
C -1.231 0.946 -0.619
C -1.573 2.032 -1.424
C -1.577 3.322 -0.890
C -1.205 3.523 0.443
C -0.880 2.429 1.247
C -2.345 -1.521 0.909
C -2.870 -2.675 0.342
H -2.763 -5.760 0.057
H -3.484 -4.768 -1.222
H -1.806 -5.362 -1.376
H 0.000 -4.423 -0.101
H 0.950 -2.347 0.943
H 0.600 -0.039 1.883
H -1.222 -0.059 -1.050
H -1.837 1.859 -2.471
H -1.859 4.169 -1.515
H -1.172 4.538 0.851
H -0.607 2.580 2.290
H -3.014 -0.701 1.177
H -3.946 -2.764 0.176
```

Summary:
Relative energy (zero: lowest compared OMol25 entry of this formula, charge and spin) in eV: 0.000
SMILES string: Cc1ccc(-c2cc(C(F)(F)F)cc(C(F)(F)F)c2)s1.Cc1ccc([C@H](B2OCCO2)c2ccccc2)cc1

Atomic partial charges in e from the natural (NBO) method, atoms 1 to 8:
1 C -0.648
2 C -0.171
3 C -0.273
4 C -0.196
5 C -0.241
6 B 1.142
7 C -0.064
8 C -0.111

---

Computed, not measured: a molecular structure, C29H25BrHfN6O6S4Sb, with ωB97M-V/def2-TZVPD.

Structure (XYZ):
```
73
C29H25BrHfN6O6S4Sb ωB97M-V/def2-TZVPD
Hf -0.706 0.572 1.266
O -0.496 -3.586 5.415
C -0.856 -2.411 5.950
O -0.935 -2.277 7.147
C -1.148 -1.306 5.014
C -1.702 -0.060 5.371
N -1.860 0.733 4.318
N -1.408 0.041 3.256
C -0.982 -1.177 3.643
C -0.367 -2.021 2.600
O -0.214 -3.227 2.740
O -0.037 -1.366 1.506
H -0.426 -3.525 4.433
H -1.986 0.268 6.358
H -2.514 3.334 4.164
S -2.022 4.582 4.029
Sb -2.637 4.752 1.686
S -1.668 2.538 -0.036
S -3.077 1.399 1.040
S -1.358 6.469 1.052
C 3.802 2.024 0.944
O 2.749 1.387 0.235
C 2.987 1.002 -1.028
C 4.226 1.068 -1.645
C 4.345 0.681 -2.975
Br 6.046 0.787 -3.808
C 3.268 0.225 -3.689
C 2.017 0.138 -3.062
C 1.872 0.535 -1.744
O 0.664 0.529 -1.090
C 0.920 -0.400 -3.887
N 0.864 -0.248 -5.183
C -0.226 -0.999 -5.583
C -0.737 -1.205 -6.864
C -1.826 -2.041 -6.999
C -2.402 -2.672 -5.884
C -1.914 -2.472 -4.608
C -0.826 -1.615 -4.480
N -0.081 -1.200 -3.395
H 4.161 2.894 0.390
H 4.626 1.327 1.120
H 3.377 2.340 1.890
H 5.089 1.425 -1.106
H 3.351 -0.073 -4.722
H -0.069 0.562 -1.721
H -0.282 -0.720 -7.717
H -2.244 -2.222 -7.981
H -3.247 -3.333 -6.029
H -2.354 -2.963 -3.752
H -0.213 -1.473 -2.430
C -1.332 -3.375 -0.270
C -2.125 -2.243 -0.823
N -1.830 -0.955 -0.836
C -2.843 -0.337 -1.554
C -3.756 -1.249 -1.954
N -3.283 -2.460 -1.489
H -0.274 -3.132 -0.271
H -1.501 -4.269 -0.871
H -1.594 -3.599 0.763
H -2.846 0.730 -1.706
H -4.675 -1.155 -2.502
H -3.735 -3.354 -1.577
C 2.234 3.170 4.371
C 2.204 1.780 4.390
C 1.527 1.093 3.395
C 0.819 1.743 2.367
C 0.887 3.142 2.376
C 1.590 3.848 3.349
H 2.745 3.716 5.155
H 2.711 1.232 5.176
H 1.557 0.007 3.433
H 0.388 3.717 1.602
H 1.588 4.931 3.323
```

Summary:
Relative energy (zero: lowest compared OMol25 entry of this formula, charge and spin) in eV: 1.573
Net charge: -1

Atomic partial charges in e from the Löwdin method, atoms 1 to 8:
1 Hf 1.265
2 O 0.106
3 C -0.500
4 O 0.086
5 C -0.071
6 C -0.078
7 N 0.043
8 N -0.180

---

HOMO level, record by record: -0.07636; -0.10333; -0.29515; -0.19393 Eh
DFT total energy, record by record: -3681.445041; -3486.714115; -2292.921524; -6355.465579 Eh
Max |F|, record by record: 0.0156; 0.0139; 0.0823; 0.0236 Eh/bohr